{
  "formula": "C4H7NO3",
  "method": "ωB97M-V/def2-TZVPD",
  "elements": ["C", "C", "C", "C", "N", "O", "O", "O", "H", "H", "H", "H", "H", "H", "H"],
  "positions_angstrom": [[-0.26257, 1.27863, 0.89148], [-0.64193, 0.87646, -0.54899], [0.55165, 0.13346, 1.40525], [-0.17617, -0.53716, -0.49939], [0.83552, -1.09425, -1.23077], [0.87094, -2.31893, -1.27525], [1.77024, -0.50504, -1.71803], [-1.15667, -1.40141, -0.19561], [0.44403, 2.07206, 0.97732], [-1.11543, 1.47344, 1.46226], [-1.64859, 1.11449, -1.00064], [-0.03786, 1.40948, -1.20718], [1.57036, 0.37214, 1.64193], [-0.07923, -0.55742, 1.91124], [-0.92427, -2.31596, -0.61361]],
  "lumo_ev": [0.76, -2.23],
  "total_energy_ha": -436.818797,
  "spin_multiplicity": 3,
  "s_squared": 2.007
}